[1]
Molecular formula: C3H8N2O2
Method: DFT, the ωB97M-V functional and the def2-TZVPD basis

Multiplicity: 1
Lowest unoccupied orbital energy (alpha / beta) in eV: 0.1054 / 0.1046
E_HOMO (alpha / beta) in eV: -8.65 / -8.65
HOMO-LUMO gap (alpha / beta) in Eh: 0.3219 / 0.3219
Energy above the lowest of the compared OMol25 structures with the same formula, charge and spin in kJ/mol: 560.5

Last column: natural (NBO) charge in e.
Positions of all 15 atoms, in Å:
C -0.67605 -1.05864 1.12389  -0.4113
C 1.98465 0.89671 -0.15783  -0.4243
N -0.92213 -0.58011 -0.23384  -0.1734
N 0.98600 0.17301 -0.90012  -0.7358
C -0.72695 0.60048 -0.73422  0.8714
O -2.69958 -0.33814 -0.08115  -0.7089
O -1.13587 1.56370 -1.26726  -0.4865
H -2.95408 -0.24253 -1.01545  0.4568
H 1.23304 -0.78210 -1.13360  0.3711
H -1.03256 -0.32866 1.84911  0.2132
H -1.24145 -1.97969 1.24219  0.2365
H 0.39224 -1.22620 1.26399  0.2239
H 2.77184 1.18637 -0.86645  0.1970
H 2.44041 0.29854 0.64157  0.1680
H 1.58049 1.81726 0.26917  0.2023

---

[2]
Molecular formula: C6H4
Method: DFT, the ωB97M-V functional and the def2-TZVPD basis

Multiplicity: 1
Lowest unoccupied orbital energy in eV: 0.0716
E_HOMO in eV: -9.14
HOMO-LUMO gap in Eh: 0.3384
Energy above the lowest of the compared OMol25 structures with the same formula, charge and spin in kJ/mol: 179.7
SMILES: C#CC(=C)C#C

Last column: natural (NBO) charge in e.
Positions of all 10 atoms, in Å:
C 2.34143 -0.90252 -0.09996  -0.2013
C 1.15641 -0.46191 0.18876  -0.0137
C 0.03887 0.37718 0.11373  -0.1883
C 0.25096 1.69182 -0.05240  -0.2930
C -1.33037 -0.37022 -0.11277  -0.0214
C -2.50812 -0.68773 0.06987  -0.2228
H 3.08368 -1.66556 -0.23772  0.2416
H 1.27500 2.23441 0.01320  0.2232
H -0.51146 2.54949 -0.15485  0.2191
H -3.54227 -0.99803 -0.26400  0.2565

---

[3]
Molecular formula: CH4ClN2P
Method: DFT, the ωB97M-V functional and the def2-TZVPD basis

Multiplicity: 1
Lowest unoccupied orbital energy in eV: 0.4886
E_HOMO in eV: -8.33
HOMO-LUMO gap in Eh: 0.3241
Energy above the lowest of the compared OMol25 structures with the same formula, charge and spin in kJ/mol: 54.4
SMILES: C/N=N/PCl

Last column: natural (NBO) charge in e.
Positions of all 9 atoms, in Å:
C 0.78065 -0.20491 0.34086  -0.4754
N -0.40921 0.59325 0.45742  -0.1406
N -1.52795 0.16859 0.17338  -0.5087
P -2.99585 0.98752 -0.03053  0.7579
Cl -4.05346 -0.71156 0.02956  -0.2705
H 1.46320 0.55125 -0.27763  0.2310
H 0.87671 -1.31148 0.04102  0.2066
H 1.11403 -0.18242 1.42251  0.2263
H -2.53534 1.09134 -1.46749  -0.0265

---

[4]
Molecular formula: C42H52AsAuN6P
Method: DFT, the ωB97M-V functional and the def2-TZVPD basis

Multiplicity: 1
Lowest unoccupied orbital energy in eV: -1.7264
E_HOMO in eV: -9.93
Net charge: +1
HOMO-LUMO gap in Eh: 0.3015
Energy above the lowest of the compared OMol25 structures with the same formula, charge and spin in kJ/mol: 7.0

Last column: Löwdin charge in e.
Positions of all 103 atoms, in Å:
Au 0.89679 0.47426 -1.16475  0.9952
C -0.33973 2.45635 -4.06169  -0.0350
N -0.18577 3.36238 -2.93349  -0.1300
C -1.39383 4.03745 -2.48218  -0.0564
C 0.94587 3.33490 -2.19858  -0.4088
N 1.70497 2.24578 -2.23367  0.0095
C 3.10476 2.37876 -2.15511  -0.2602
C 3.78989 3.41336 -2.78896  -0.0354
C 5.17001 3.50843 -2.71270  -0.0840
C 5.88551 2.56011 -1.99529  -0.0846
C 5.21629 1.51214 -1.38484  -0.0361
C 3.83044 1.38982 -1.48047  -0.2582
N 3.11265 0.37065 -0.83062  0.0183
C 3.62395 -0.84148 -0.70053  -0.4011
N 3.33529 -1.55044 0.41669  -0.1359
C 3.10450 -2.98487 0.39167  -0.0417
C 2.89611 -0.86789 1.62234  -0.0378
N 4.38876 -1.44788 -1.64436  -0.1422
C 4.29976 -1.06493 -3.04352  -0.0279
C 5.50809 -2.31132 -1.30300  -0.0423
N 1.23705 4.42000 -1.44125  -0.1318
C 0.94522 5.77724 -1.87251  -0.0408
C 2.05941 4.30772 -0.24937  -0.0342
H -0.95615 2.94616 -4.81611  0.0962
H -0.81650 1.51977 -3.76502  0.0620
H 0.63437 2.22915 -4.48456  0.0910
H -2.23203 3.34245 -2.55616  0.0798
H -1.62372 4.91519 -3.08991  0.0930
H -1.29113 4.32683 -1.44030  0.0762
H 3.22925 4.14890 -3.35523  0.1181
H 5.68241 4.32044 -3.21115  0.1051
H 6.96141 2.63450 -1.90974  0.1051
H 5.77265 0.77879 -0.81147  0.1169
H 3.15875 -3.35796 -0.62768  0.0901
H 2.10555 -3.19183 0.78679  0.0837
H 3.82942 -3.52233 1.00673  0.0954
H 3.25855 0.15474 1.61798  0.0911
H 3.29388 -1.39468 2.49134  0.0996
H 1.80587 -0.84482 1.70295  0.0586
H 3.34556 -0.57803 -3.23416  0.0904
H 4.36347 -1.96825 -3.65212  0.0967
H 5.10476 -0.38499 -3.33174  0.0940
H 5.63109 -2.35754 -0.22442  0.0912
H 6.42193 -1.89904 -1.73833  0.0970
H 5.36858 -3.32259 -1.69117  0.0941
H 0.60331 5.77775 -2.90372  0.0920
H 1.86234 6.36772 -1.81491  0.0976
H 0.18901 6.25312 -1.24439  0.0944
H 2.08259 3.27548 0.09379  0.0781
H 1.62281 4.93151 0.53332  0.0962
H 3.08450 4.63835 -0.43432  0.0972
C -3.36328 1.17933 0.95583  -0.4220
C -3.84152 -0.02944 1.76505  -0.4085
As -3.83076 -1.76306 0.79141  1.3354
C -2.75057 -2.83459 2.03374  -0.4076
C -1.82714 -3.72116 1.48945  -0.1364
C -1.00968 -4.49083 2.30992  -0.0854
C -1.11057 -4.37825 3.68801  -0.0852
C -2.04176 -3.50788 4.24276  -0.0806
C -2.85794 -2.74522 3.42043  -0.1175
C -5.58372 -2.44264 1.32116  -0.4062
C -6.20611 -3.30956 0.42730  -0.1335
C -7.43326 -3.88235 0.73379  -0.0842
C -8.05371 -3.58566 1.93765  -0.0829
C -7.44503 -2.71546 2.83202  -0.0797
C -6.21693 -2.14747 2.52552  -0.1198
P -1.60973 1.47750 0.42981  1.0383
C -1.25888 0.05701 -0.70424  -0.5296
C -2.03033 0.03900 -1.91118  -0.1709
C -2.01422 -1.03090 -2.75402  -0.0884
C -1.20788 -2.15447 -2.46527  -0.0773
C -0.45961 -2.18516 -1.32589  -0.1158
C -0.46991 -1.09081 -0.40736  -0.2666
C -0.59914 1.13819 1.91590  -0.3843
C -0.63993 -0.02946 2.68155  -0.1133
C 0.15471 -0.16842 3.81002  -0.0714
C 1.01557 0.85496 4.18603  -0.0766
C 1.07615 2.01688 3.43086  -0.0747
C 0.27086 2.15607 2.30818  -0.1184
H -3.60174 2.08962 1.51625  0.0740
H -3.94079 1.25870 0.02917  0.0649
H -4.88547 0.15360 2.02496  0.0595
H -3.29484 -0.11652 2.70207  0.0472
H -1.75343 -3.81594 0.41228  0.0785
H -0.30344 -5.18619 1.87290  0.1020
H -0.47858 -4.97718 4.33102  0.1048
H -2.13849 -3.43201 5.31854  0.1080
H -3.58714 -2.08240 3.87002  0.0951
H -5.72853 -3.53831 -0.51887  0.0874
H -7.90520 -4.55612 0.03036  0.1048
H -9.01139 -4.02803 2.17883  0.1055
H -7.92801 -2.47876 3.77146  0.1056
H -5.76304 -1.47099 3.24026  0.0886
H -2.65698 0.89615 -2.13460  0.0956
H -2.62607 -1.02767 -3.64680  0.1136
H -1.20085 -2.99756 -3.14348  0.1111
H 0.13262 -3.05905 -1.08126  0.1021
H -0.10667 -1.26579 0.59707  0.0689
H -1.28682 -0.84824 2.40352  0.0668
H 0.09777 -1.08115 4.39065  0.1076
H 1.63424 0.74791 5.06797  0.1096
H 1.74167 2.81976 3.72136  0.1079
H 0.30704 3.07076 1.72780  0.0743

---

[5]
Molecular formula: C8H18O5Si
Method: DFT, the ωB97M-V functional and the def2-TZVPD basis

Multiplicity: 1
Lowest unoccupied orbital energy in eV: 0.8441
E_HOMO in eV: -9.68
HOMO-LUMO gap in Eh: 0.3868
Energy above the lowest of the compared OMol25 structures with the same formula, charge and spin in kJ/mol: 0.0
SMILES: CO[Si](CCCOC(C)=O)(OC)OC

Last column: natural (NBO) charge in e.
Positions of all 32 atoms, in Å:
C 2.98732 0.42384 2.86191  -0.2515
O 1.81265 0.78275 2.16232  -0.9094
Si 1.65686 0.35775 0.55172  2.3222
C 0.53866 1.45354 -0.48380  -0.9464
C -0.94943 1.06599 -0.30840  -0.4276
C -1.38331 -0.00235 -1.40542  -0.0899
O -2.61063 -0.54031 -1.14435  -0.4902
C -3.54435 0.29635 -1.58435  0.7876
C -4.97807 -0.19590 -1.37513  -0.7153
O -3.30970 1.36179 -2.10324  -0.5998
O 3.16126 0.48487 -0.13473  -0.8956
C 3.65698 -0.68605 -0.68544  -0.2478
O 0.87292 -1.13515 0.27226  -0.8900
C 0.12001 -1.49858 1.33750  -0.2637
H 3.57611 1.32282 2.85444  0.1892
H 3.61338 -0.15513 2.14878  0.1714
H 2.76261 -0.04072 3.82463  0.1922
H 0.85839 2.49919 -0.23696  0.2454
H 0.83971 1.23976 -1.52681  0.2385
H -1.08639 0.67860 0.71679  0.1955
H -1.63441 1.91999 -0.29826  0.2285
H -1.38682 0.35928 -2.44046  0.2023
H -0.71390 -0.90677 -1.40870  0.2052
H -5.01527 -1.27241 -1.48951  0.2260
H -5.31860 0.05965 -0.35032  0.2397
H -5.65852 0.14777 -2.16380  0.2383
H 3.47379 -1.55035 -0.07317  0.1684
H 3.25197 -0.93395 -1.65677  0.1708
H 4.69347 -0.50703 -0.78156  0.1833
H -0.91681 -1.05947 1.30927  0.1705
H 0.65775 -1.38473 2.28033  0.1765
H -0.02762 -2.58504 1.33127  0.1757

---

[6]
Molecular formula: C23H60O9Pd3
Method: DFT, the ωB97M-V functional and the def2-TZVPD basis

Expectation value of S²: 12.017
Multiplicity: 7
Lowest unoccupied orbital energy (alpha / beta) in eV: -12.4703 / -15.3916
E_HOMO (alpha / beta) in eV: -18.61 / -18.60
Net charge: +4
HOMO-LUMO gap (alpha / beta) in Eh: 0.2256 / 0.1180

Last column: Mulliken spin population.
Positions of all 95 atoms, in Å:
Pd -0.31657 -1.85900 4.06240  1.5536
Pd -2.50072 1.17731 2.26351  1.4631
Pd -2.37552 2.75876 -1.65840  1.5693
O -2.06533 1.27032 0.00701  0.3104
C -1.36658 0.04383 -0.16719  0.0131
C -0.56312 -0.61258 0.98091  0.0177
O -1.02230 -0.51995 2.35277  0.3388
H -0.73347 0.15358 -1.04766  0.0133
H -2.01158 -0.77621 -0.48281  0.0202
H 0.41287 -0.12734 0.97302  0.0135
H -0.20500 -1.63568 0.86629  0.0119
C -6.92663 0.72241 1.53170  0.0117
C -5.53748 0.14336 1.78769  0.0093
C -5.10920 -1.09403 0.98132  -0.0106
O -4.62594 1.18237 1.48054  0.1142
H -7.09830 0.98445 0.48768  0.0006
H -7.14333 1.55915 2.19577  -0.0008
H -7.68299 -0.02070 1.78429  0.0044
H -5.45665 -0.06605 2.85433  0.0052
H -4.23300 -1.63990 1.33121  -0.0016
H -4.97257 -0.79302 -0.05734  0.0015
H -5.97907 -1.75019 0.95169  0.0000
H -4.86319 1.50537 0.60820  -0.0032
C 2.14708 1.21764 5.90760  0.0033
C 1.39191 0.87942 4.64029  0.0040
C 2.14901 1.47204 3.44608  0.0069
O 1.40989 -0.57426 4.39735  0.0854
H 3.18258 0.88006 5.95076  0.0000
H 1.69201 0.69008 6.74588  0.0004
H 2.11615 2.27329 6.17734  0.0012
H 0.37868 1.28045 4.61487  0.0047
H 1.91016 0.95095 2.51899  -0.0061
H 3.23107 1.44178 3.57382  0.0006
H 1.98572 2.53054 3.24357  0.0004
H 2.32900 -0.81566 4.53351  0.0032
C -3.53455 -2.73808 -2.44886  0.0014
C -2.27586 -2.06457 -3.08691  0.0009
C -1.82683 -2.84700 -4.32930  0.0004
O -2.51338 -0.83342 -3.61876  -0.0009
H -3.98455 -2.16213 -1.64022  -0.0003
H -3.37841 -3.74950 -2.07367  0.0000
H -4.33767 -2.87140 -3.17364  0.0000
H -1.50784 -2.01668 -2.31492  -0.0001
H -1.45726 -3.83527 -4.05575  -0.0001
H -0.97781 -2.41991 -4.86302  0.0001
H -2.64545 -2.96622 -5.03906  0.0000
H -3.43513 -0.62129 -3.45458  0.0003
C 0.68083 0.99992 -4.29458  0.0059
C -0.46660 2.05425 -4.34676  0.0004
C -1.22612 2.03148 -5.67468  0.0084
O -1.37824 1.71835 -3.34779  0.0971
H 1.34731 0.98052 -5.15686  0.0024
H 0.15084 0.06087 -4.13531  0.0002
H 1.26850 1.08640 -3.38065  0.0008
H -0.10805 3.06968 -4.17806  0.0071
H -1.23009 1.01247 -6.06157  0.0000
H -0.63466 2.59405 -6.39703  0.0032
H -2.25560 2.37470 -5.57227  -0.0006
H -1.83444 0.92481 -3.63723  0.0056
C 5.43982 1.03286 0.19981  0.0003
C 4.32011 0.10052 0.65045  0.0009
C 3.60735 -0.65602 -0.54895  -0.0003
O 4.75335 -0.99342 1.43463  0.0012
H 6.07493 1.55008 0.91899  0.0001
H 4.96850 1.84103 -0.35950  0.0000
H 6.08502 0.45411 -0.46114  0.0000
H 3.55626 0.60285 1.24399  0.0000
H 2.70747 -1.18065 -0.22791  0.0013
H 4.19226 -1.38316 -1.11222  0.0002
H 3.28525 0.02409 -1.33750  0.0001
H 5.43315 -1.37827 0.87663  -0.0001
C 3.20331 -4.29137 2.77093  0.0274
C 2.22000 -3.32818 2.12418  0.0035
C 1.98751 -3.69728 0.63158  0.0016
O 0.96768 -3.42419 2.82715  0.1611
H 4.21293 -4.11265 2.40102  0.0030
H 2.91630 -5.30733 2.49972  0.0000
H 3.21968 -4.30034 3.86078  0.0012
H 2.53149 -2.29641 2.28709  -0.0063
H 2.92671 -3.64322 0.08105  0.0004
H 1.23232 -3.01233 0.24605  -0.0002
H 1.67147 -4.73215 0.50015  -0.0010
H 0.52449 -4.10563 2.31644  -0.0015
C 1.78853 4.37419 -1.51637  0.0145
C 0.85333 3.29961 -0.91889  0.0055
C 1.27576 2.92256 0.49875  0.0061
O -0.46415 3.79186 -0.95992  0.0953
H 1.80426 5.32598 -0.98538  0.0009
H 1.51987 4.64500 -2.53744  -0.0010
H 2.80604 3.99619 -1.61580  0.0017
H 0.80981 2.47600 -1.63155  -0.0039
H 0.56984 2.16240 0.83333  -0.0045
H 1.24456 3.74214 1.21667  -0.0008
H 2.20080 2.35309 0.58874  0.0004
H -0.43254 4.53340 -0.35106  0.0017